1.
The following is a DFT calculation (the ωB97M-V functional and the def2-TZVPD basis) of a cluster of 5 separate species, C22H42O9S in total.

Summary:
lowest unoccupied orbital energy: 0.01474 hartree
frontier orbital gap: 9.5 eV
HOMO level: -0.33407 hartree

Geometry as ORCA input:
```
! RIJCOSX wB97M-V def2-TZVPD def2/J DEFGRID3
* xyz 0 1
C 1.28 -1.45 1.67
C 0.76 -0.60 0.65
C -0.23 0.14 -0.48
O 0.34 1.46 -0.83
S -0.62 2.75 -0.27
O -0.50 2.73 1.30
O -2.28 2.54 -0.61
O -2.80 2.23 0.57
C -4.22 2.63 0.63
C -5.21 1.30 0.58
C -4.78 0.19 -0.55
O -5.31 0.59 1.87
H 1.52 -2.35 2.41
H -1.33 0.16 -0.09
H -0.13 -0.52 -1.47
H -4.53 3.47 -0.12
H -4.38 3.09 1.72
H -6.27 1.70 0.28
H -4.85 -0.94 -0.18
H -5.49 0.29 -1.50
H -3.68 0.32 -0.97
H -4.61 -0.15 1.93
C 3.69 1.60 2.55
C 4.94 2.44 2.58
C 5.63 1.92 3.83
O 5.26 0.54 3.96
C 4.18 0.26 3.06
H 3.23 1.53 1.55
H 2.94 2.01 3.24
H 5.55 2.23 1.70
H 4.74 3.51 2.62
H 5.28 2.45 4.72
H 6.72 2.00 3.77
H 4.59 -0.35 2.24
H 3.41 -0.31 3.57
C 0.37 -5.87 4.86
C -1.02 -5.30 4.68
C -0.87 -4.47 3.43
O 0.14 -5.11 2.63
C 0.80 -6.10 3.43
H 0.40 -6.78 5.47
H 1.01 -5.12 5.33
H -1.73 -6.12 4.51
H -1.37 -4.72 5.54
H -0.52 -3.46 3.66
H -1.80 -4.40 2.86
H 0.47 -7.08 3.07
H 1.88 -6.02 3.30
C -1.39 6.15 -4.29
C -2.69 5.77 -3.62
C -2.34 4.43 -2.99
O -0.94 4.48 -2.68
C -0.36 5.63 -3.31
H -1.30 7.22 -4.48
H -1.30 5.62 -5.25
H -2.93 6.49 -2.84
H -3.54 5.71 -4.30
H -2.49 3.61 -3.70
H -2.91 4.23 -2.09
H -0.14 6.37 -2.53
H 0.58 5.35 -3.80
C 2.54 -2.54 -4.02
C 2.13 -3.97 -3.82
C 0.64 -3.84 -3.59
O 0.20 -2.70 -4.34
C 1.36 -1.97 -4.78
H 3.49 -2.43 -4.56
H 2.64 -2.04 -3.05
H 2.32 -4.55 -4.73
H 2.64 -4.47 -2.98
H 0.41 -3.66 -2.54
H 0.08 -4.73 -3.92
H 1.47 -2.13 -5.86
H 1.22 -0.90 -4.59
*
```

***

2.
The following is a DFT calculation (the ωB97M-V functional and the def2-TZVPD basis) of a structure of composition C22H43Br3O15S3.

Summary:
lowest unoccupied orbital energy: 0.01333 hartree
frontier orbital gap: 10.3 eV
relative energy (zero: lowest compared OMol25 entry of this formula, charge and spin): 0.00 kcal per mole
HOMO level: -0.36561 hartree

Geometry as ORCA input:
```
! RIJCOSX wB97M-V def2-TZVPD def2/J DEFGRID3
* xyz 0 1
O -2.30 -5.45 -0.76
C -2.23 -6.23 0.14
O -2.04 -5.83 1.43
C -2.09 -6.94 2.33
C -2.74 -8.09 1.56
C -2.37 -7.74 0.12
H -2.67 -6.65 3.21
H -1.08 -7.18 2.65
H -3.82 -8.15 1.69
H -2.28 -9.04 1.82
H -3.07 -8.06 -0.65
H -1.38 -8.12 -0.15
O 1.88 4.89 1.30
C 1.57 6.04 1.40
O 2.10 6.99 0.62
C 1.55 8.29 0.91
C 0.31 8.04 1.75
C 0.58 6.66 2.36
H 1.36 8.78 -0.04
H 2.30 8.89 1.45
H -0.60 8.10 1.16
H 0.16 8.80 2.52
H -0.31 6.05 2.48
H 1.07 6.75 3.33
O 0.46 -6.42 5.40
C 0.11 -5.31 5.11
O 0.80 -4.53 4.24
C 0.36 -3.17 4.27
C -0.85 -3.11 5.24
C -1.11 -4.56 5.58
H 0.07 -2.88 3.26
H 1.17 -2.54 4.62
H -1.68 -2.60 4.75
H -0.58 -2.51 6.11
H -1.99 -4.97 5.09
H -1.27 -4.79 6.64
O 0.34 1.50 -3.35
S 0.55 0.65 -4.47
O 0.31 1.12 -5.78
O 2.07 0.22 -4.46
C 2.70 0.00 -3.19
C 3.54 1.19 -2.75
C -0.20 -0.90 -4.16
H 3.32 -0.89 -3.28
H 1.97 -0.22 -2.41
H 3.83 1.06 -1.71
H 2.98 2.12 -2.84
H 4.48 1.26 -3.30
H 0.25 -1.27 -3.24
H 0.05 -1.55 -4.99
H -1.26 -0.73 -3.97
O 1.02 -2.73 -0.35
S 0.33 -1.80 0.47
O 0.93 -1.31 1.67
O 0.01 -0.61 -0.50
C -0.21 0.73 0.05
C 1.06 1.49 0.42
C -1.30 -2.38 0.82
H -0.92 0.65 0.87
H -0.66 1.27 -0.79
H 0.76 2.41 0.92
H 1.59 1.69 -0.51
H 1.69 0.87 1.06
H -1.61 -2.87 -0.10
H -1.90 -1.49 0.99
H -1.26 -3.11 1.62
O -0.44 6.96 -1.40
S -0.98 5.65 -1.35
O -1.76 5.25 -0.22
O -1.90 5.42 -2.61
C -1.54 6.06 -3.86
C -1.63 5.03 -4.98
C 0.33 4.51 -1.64
H -0.53 6.46 -3.80
H -2.25 6.87 -4.01
H -2.64 4.65 -5.09
H -0.97 4.20 -4.77
H -1.30 5.52 -5.90
H 0.99 4.59 -0.78
H 0.82 4.91 -2.53
H -0.05 3.51 -1.82
C 2.00 -5.76 -0.14
Br 0.85 -6.17 -1.64
Br 3.85 -5.93 -0.60
Br 1.49 -6.78 1.39
H 1.80 -4.72 0.08
*
```

***

3.
The following is a DFT calculation (the ωB97M-V functional and the def2-TZVPD basis) of a cluster of 2 separate species, C22H43BrN2O in total.

Summary:
lowest unoccupied orbital energy (alpha / beta): -0.08777 / -0.08777 hartree
frontier orbital gap (alpha / beta): 7.8 / 8.8 eV
relative energy (zero: lowest compared OMol25 entry of this formula, charge and spin): 0.00 kcal per mole
HOMO level (alpha / beta): -0.37283 / -0.41150 hartree
⟨S²⟩: 0.754

Geometry as ORCA input:
```
! RIJCOSX wB97M-V def2-TZVPD def2/J DEFGRID3
* xyz 1 2
C 0.34 -1.77 -0.36
C -0.89 -2.15 -0.74
C -2.07 -1.20 -0.85
C -2.47 -0.82 0.62
C -2.58 0.66 0.92
C -3.89 1.26 0.44
Br -2.59 0.83 2.90
C -3.30 -1.88 -1.48
C -3.30 -2.08 -3.00
C -4.76 -2.36 -3.44
C -2.46 -3.30 -3.46
N -2.86 -0.84 -3.69
O -3.80 0.04 -3.78
C -1.58 -0.24 -3.22
C -1.43 1.13 -3.91
C -0.36 -1.05 -3.64
C -1.67 0.01 -1.71
H 1.14 -2.47 -0.19
H 0.58 -0.72 -0.20
H -1.05 -3.21 -0.91
H -1.73 -1.24 1.29
H -3.40 -1.30 0.88
H -1.72 1.24 0.60
H -3.83 2.35 0.37
H -4.12 0.91 -0.57
H -4.71 0.98 1.08
H -3.38 -2.88 -1.03
H -4.20 -1.35 -1.17
H -5.43 -1.72 -2.86
H -5.02 -3.38 -3.20
H -4.90 -2.13 -4.49
H -3.11 -4.04 -3.91
H -1.75 -3.02 -4.23
H -1.95 -3.80 -2.64
H -1.68 1.01 -4.96
H -0.38 1.43 -3.88
H -2.03 1.90 -3.45
H 0.55 -0.57 -3.29
H -0.31 -1.06 -4.73
H -0.34 -2.06 -3.26
H -2.37 0.83 -1.60
H -0.70 0.40 -1.39
C 3.04 1.09 0.14
C 2.23 1.86 1.18
C 3.07 2.52 2.28
N 3.29 1.71 3.55
C 2.15 1.97 4.49
C 3.46 0.23 3.32
C 4.93 0.07 3.01
C 5.58 0.97 4.06
C 4.60 2.15 4.21
H 3.39 0.12 0.50
H 2.43 0.90 -0.74
H 3.92 1.66 -0.19
H 1.44 1.24 1.59
H 1.73 2.68 0.66
H 2.60 3.44 2.61
H 4.06 2.77 1.89
H 1.23 1.65 4.03
H 2.12 3.04 4.70
H 2.33 1.41 5.41
H 3.20 -0.27 4.25
H 2.77 -0.11 2.55
H 5.16 0.42 2.00
H 5.25 -0.96 3.08
H 6.57 1.30 3.77
H 5.67 0.44 5.01
H 4.95 3.05 3.72
H 4.40 2.37 5.25
*
```

***

4.
The following is a DFT calculation (the ωB97M-V functional and the def2-TZVPD basis) of a cluster of 3 separate species, C22H43F3N5O2 in total.

Summary:
lowest unoccupied orbital energy (alpha / beta): -0.15413 / -0.15414 hartree
frontier orbital gap (alpha / beta): 6.3 / 7.2 eV
HOMO level (alpha / beta): -0.38706 / -0.41772 hartree
⟨S²⟩: 2.008

Geometry as ORCA input:
```
! RIJCOSX wB97M-V def2-TZVPD def2/J DEFGRID3
* xyz 1 3
F 3.40 -4.29 -3.76
C 4.20 -3.49 -3.11
F 4.63 -2.59 -3.92
F 5.17 -4.21 -2.65
N 3.43 -2.91 -2.05
C 3.77 -1.87 -1.34
N 2.86 -1.15 -0.56
C 3.50 -1.37 0.77
C 4.99 -1.10 0.36
N 4.96 -1.32 -1.14
H 2.56 -3.37 -1.81
H 2.97 -0.17 -0.78
H 3.47 -2.45 0.87
H 3.08 -0.81 1.60
H 5.29 -0.11 0.69
H 5.67 -1.87 0.72
H 5.79 -1.86 -1.39
C -1.86 -4.43 3.18
C -1.16 -3.14 3.66
C -2.19 -2.19 4.27
C -3.09 -1.53 3.23
C -2.26 -0.84 2.15
C -1.23 -1.78 1.51
N -0.42 -2.50 2.53
O 0.46 -1.69 3.02
C -1.94 -2.77 0.57
C -0.33 -0.97 0.57
C -0.20 -3.61 4.75
H -2.86 -4.26 2.77
H -1.26 -4.95 2.43
H -2.00 -5.13 4.01
H -1.68 -1.41 4.84
H -2.81 -2.74 4.99
H -3.77 -2.26 2.78
H -3.73 -0.79 3.72
H -2.91 -0.44 1.37
H -1.75 0.02 2.59
H -1.23 -3.51 0.17
H -2.38 -2.25 -0.27
H -2.76 -3.31 1.04
H 0.17 -0.15 1.08
H -0.92 -0.52 -0.23
H 0.42 -1.61 0.12
H 0.56 -4.29 4.35
H -0.75 -4.15 5.52
H 0.31 -2.79 5.25
C -0.65 5.41 -0.89
C -0.30 3.91 -0.89
C 0.89 3.66 -1.82
C 0.52 3.74 -3.30
C -0.66 2.82 -3.61
C -1.87 3.06 -2.70
N -1.49 3.08 -1.26
O -1.28 1.87 -0.87
C -2.56 4.38 -3.10
C -2.93 1.99 -2.98
C 0.14 3.63 0.56
H -0.53 5.88 -1.87
H -1.68 5.57 -0.56
H 0.00 5.97 -0.22
H 1.31 2.66 -1.62
H 1.68 4.38 -1.61
H 0.29 4.76 -3.59
H 1.38 3.44 -3.91
H -0.96 2.95 -4.65
H -0.33 1.78 -3.51
H -3.37 4.62 -2.41
H -3.00 4.29 -4.09
H -1.90 5.24 -3.15
H -2.55 0.98 -2.83
H -3.27 2.06 -4.01
H -3.80 2.13 -2.33
H -0.69 3.79 1.25
H 0.95 4.30 0.83
H 0.50 2.61 0.69
*
```

***

5.
The following is a DFT calculation (the ωB97M-V functional and the def2-TZVPD basis) of a structure of composition C22H43N2OP3W.

Summary:
lowest unoccupied orbital energy (alpha / beta): -0.55703 / -0.54071 hartree
frontier orbital gap (alpha / beta): 4.3 / 4.7 eV
relative energy (zero: lowest compared OMol25 entry of this formula, charge and spin): 19.25 kcal per mole
HOMO level (alpha / beta): -0.71327 / -0.71343 hartree
⟨S²⟩: 2.022

Geometry as ORCA input:
```
! RIJCOSX wB97M-V def2-TZVPD def2/J DEFGRID3
* xyz 4 3
W -0.26 0.45 0.45
P -0.79 1.71 -1.35
P -0.85 1.77 2.30
P -2.23 -0.82 0.60
H 3.88 -1.96 -0.40
C 2.90 -2.22 -0.85
C 2.65 -1.70 -2.18
H 2.97 -0.66 -2.29
C 0.53 2.64 -2.21
C -1.99 3.07 -1.07
C -1.55 0.87 -2.77
C -0.62 0.80 3.84
C 0.04 3.32 2.72
C -2.56 2.42 2.50
C -2.55 -1.94 -0.81
C -3.94 -0.17 0.84
C -2.16 -1.96 2.02
H 2.65 -3.27 -0.71
H 3.32 -2.27 -2.86
H 1.34 1.97 -2.52
H 0.94 3.44 -1.58
H 0.07 3.09 -3.11
H -1.60 3.80 -0.34
H -2.96 2.68 -0.72
H -2.11 3.56 -2.04
H -0.93 0.01 -3.07
H -1.58 1.60 -3.60
H -2.58 0.53 -2.54
H -1.06 1.36 4.68
H 0.46 0.67 4.02
H -1.08 -0.19 3.77
H -0.26 3.64 3.73
H -0.22 4.12 2.01
H 1.12 3.17 2.70
H -2.77 2.52 3.57
H -3.31 1.75 2.07
H -2.66 3.40 2.00
H -3.43 -2.56 -0.59
H -1.69 -2.59 -0.96
H -2.71 -1.40 -1.75
H -4.65 -0.96 0.53
H -4.14 0.72 0.24
H -4.13 0.04 1.90
H -2.86 -2.79 1.83
H -2.47 -1.46 2.95
H -1.16 -2.38 2.16
C 0.52 -2.86 -2.23
C 0.47 -3.31 -0.88
C -0.08 -4.55 -0.57
C -0.95 -5.14 -1.48
C -1.15 -4.53 -2.72
C -0.40 -3.43 -3.13
O 1.33 -1.87 -2.71
H 0.47 -0.52 -0.97
H 0.89 -2.67 -0.08
H 0.15 -5.00 0.39
H -1.46 -6.06 -1.20
H -1.90 -4.94 -3.40
H -0.50 -2.99 -4.14
N 5.82 1.99 0.92
C 4.50 1.68 0.82
C 3.55 2.72 0.74
C 2.21 2.38 0.59
N 1.79 1.09 0.63
C 2.69 0.09 0.77
C 4.06 0.35 0.79
H 6.15 2.94 0.97
H 6.52 1.26 0.97
H 3.83 3.77 0.77
H 1.43 3.14 0.45
H 2.29 -0.93 0.80
H 4.78 -0.47 0.78
*
```

***

6.
The following is a DFT calculation (the ωB97M-V functional and the def2-TZVPD basis) of a cluster of 2 separate species, C22H43N3O10P in total.

Summary:
lowest unoccupied orbital energy: -0.13884 hartree
frontier orbital gap: 8.3 eV
relative energy (zero: lowest compared OMol25 entry of this formula, charge and spin): 148.67 kcal per mole
HOMO level: -0.44377 hartree

Geometry as ORCA input:
```
! RIJCOSX wB97M-V def2-TZVPD def2/J DEFGRID3
* xyz 1 1
C -3.09 -0.27 5.38
C -2.77 -0.63 3.85
C -1.81 -1.94 3.88
O -1.94 -2.59 2.59
C -0.67 -2.86 1.97
C -0.15 -1.73 0.96
N 1.21 -1.86 0.34
C 1.16 -1.17 -0.97
N 2.06 -1.25 -1.96
P 3.50 -2.29 -1.82
O 3.03 -3.71 -2.12
O 4.06 -2.14 -0.21
O 4.69 -1.74 -2.90
N -0.06 -0.37 -0.95
C 0.11 1.09 -0.70
C 1.01 1.49 0.57
C 2.05 2.69 0.29
C 1.93 3.85 1.37
O 2.27 5.03 1.07
O 1.50 3.66 2.72
C -1.09 -1.13 -0.19
C -1.72 -2.08 -1.32
C -1.45 -3.65 -1.15
O -0.07 -4.03 -1.23
C 0.07 -5.48 -1.36
C 0.37 -6.19 0.07
C -2.37 -0.37 0.39
O -3.09 0.42 -0.58
C -4.47 0.61 -0.21
C -5.38 -0.42 -1.05
H -3.35 -1.24 5.92
H -3.95 0.49 5.38
H -2.15 0.14 5.89
H -3.70 -0.82 3.21
H -2.11 0.22 3.45
H -2.16 -2.60 4.74
H -0.76 -1.55 4.12
H 0.14 -2.96 2.79
H -0.71 -3.90 1.48
H -0.03 -0.82 1.67
H 2.01 -1.62 0.94
H 1.88 -0.69 -2.82
H 4.95 -2.56 -0.18
H 4.32 -1.10 -3.55
H 0.66 1.51 -1.63
H -0.86 1.68 -0.63
H 0.28 1.87 1.38
H 1.60 0.64 1.04
H 3.12 2.25 0.41
H 2.02 3.08 -0.80
H 0.65 4.16 2.82
H -2.85 -1.96 -1.47
H -1.26 -1.78 -2.33
H -2.00 -4.01 -0.21
H -1.99 -4.17 -2.03
H 0.98 -5.69 -2.04
H -0.83 -5.97 -1.89
H 0.74 -7.24 -0.19
H -0.56 -6.21 0.74
H 1.21 -5.63 0.62
H -2.09 0.34 1.26
H -3.12 -1.12 0.84
H -4.76 1.67 -0.60
H -4.68 0.62 0.91
H -4.76 -0.80 -1.95
H -6.31 0.06 -1.51
H -5.65 -1.29 -0.36
O 1.61 4.18 -2.72
C 2.30 5.17 -2.82
O 2.55 5.80 -4.00
C 3.48 6.86 -3.78
C 3.37 7.20 -2.31
C 3.03 5.85 -1.70
H 4.48 6.51 -4.05
H 3.22 7.71 -4.42
H 4.27 7.65 -1.90
H 2.54 7.89 -2.15
H 3.93 5.28 -1.46
H 2.39 5.96 -0.83
*
```

***

Let's list calculated total energy in order: -52744.0563, -296856.8289, -98573.2184, -43198.9658, -58184.7489, -57735.4144 eV.